9
Properties=species:S:1:pos:R:3:mulliken_charge:R:1 method="wB97M-V/def2-TZVPD" total_energy_ev=-21021.0704 spin_multiplicity=3 relative_energy_kcal_mol=32.0 e_homo_ev="-8.13 / -11.36" e_lumo_ev="0.70 / -2.63" homo_lumo_gap_ha="0.325 / 0.321"
C -0.1255 -0.2314 0.5375 0.211
N 2.1182 0.1905 0.4742 -0.455
N 1.0099 0.7326 0.3521 0.043
O -1.1364 0.7060 -1.8250 -0.500
O -2.0681 -1.3907 -0.9390 -0.529
O -1.4090 0.4277 0.6964 -0.341
S -1.2794 -0.2242 -0.7647 0.859
H 0.0314 -1.0902 1.1756 0.438
H 2.8589 0.8796 0.2929 0.274



55
Properties=species:S:1:pos:R:3:mulliken_charge:R:1 method="wB97M-V/def2-TZVPD" total_energy_ev=-54866.1034 relative_energy_kcal_mol=12.5 e_homo_ev=-9.32 e_lumo_ev=-3.32 homo_lumo_gap_ha=0.220 total_charge=+1
Mg -0.2742 0.0452 -0.0638 0.658
P -0.0674 2.1934 1.1202 0.859
C 1.6908 2.1626 1.0503 -1.182
C 2.4101 0.9444 1.0117 1.309
N 1.7698 -0.2242 0.6131 -0.252
C 2.4375 -1.3924 0.6467 0.738
C 3.7280 -1.4964 1.1739 -0.928
C 4.4033 -0.3335 1.5510 -0.418
C 3.7628 0.8857 1.4562 -1.049
C 1.7306 -2.6386 0.1530 -1.306
P 0.7256 -2.3230 -1.3637 0.793
H 4.2366 1.8249 1.7494 0.403
H 4.1907 -2.4834 1.2131 0.419
H 5.4170 -0.3984 1.9374 0.416
H 2.4730 -3.4189 -0.0643 0.489
H 1.0382 -3.0221 0.9236 0.476
H 2.9931 3.1643 -3.6835 0.298
H 2.2751 3.0729 1.2097 0.282
H -0.1588 -0.1266 -3.8132 0.305
O 2.8271 4.0835 -3.5357 -0.608
H 1.8711 4.1779 -3.6814 0.310
H -1.9172 1.1037 0.7948 -0.347
O 0.6462 0.1242 -3.3849 -0.541
H 1.3273 0.1176 -4.0763 0.274
C 2.0566 -2.5412 -2.6130 -1.440
H 2.6387 -3.4496 -2.4067 0.494
H 1.5915 -2.6169 -3.6047 0.379
H 2.7151 -1.6646 -2.5994 0.307
C -0.0296 -3.9891 -1.4921 -1.311
H -0.9266 -3.8905 -2.1156 0.387
H 0.6572 -4.7071 -1.9609 0.372
H -0.3273 -4.3457 -0.4981 0.373
C -0.4963 1.9950 2.8933 -1.135
H -0.4213 2.9763 3.3831 0.403
H -1.5217 1.6106 2.9931 0.347
H 0.2020 1.2897 3.3627 0.331
C -0.5974 3.8941 0.7510 -1.244
H -1.6930 3.9058 0.6572 0.395
H -0.2858 4.5703 1.5605 0.403
H -0.1509 4.2085 -0.2020 0.331
O -5.1381 -0.2679 -0.7149 -0.589
C -5.2425 -0.9581 0.4564 0.579
C -6.4872 -1.4893 0.7915 -0.578
C -6.6556 -2.0868 2.0382 -0.347
C -5.5871 -2.2025 2.9369 -0.767
C -4.3189 -1.7447 2.5904 -0.362
C -4.1452 -1.1122 1.3496 0.305
C -2.9042 -0.5273 0.9260 0.829
O -1.8558 -1.1176 0.5527 -0.458
O -2.9166 0.8283 0.8611 -0.417
H -4.3166 0.2593 -0.7132 0.337
H -7.3053 -1.3995 0.0732 0.434
H -7.6462 -2.4427 2.3233 0.383
H -5.7377 -2.6556 3.9183 0.398
H -3.4477 -1.8482 3.2385 0.461



34
Properties=species:S:1:pos:R:3:mulliken_charge:R:1 method="wB97M-V/def2-TZVPD" total_energy_ev=-21849.5459 relative_energy_kcal_mol=108.1 e_homo_ev=-8.18 smiles="CC1=C[C@@H]2C(C#CC(C)(C)O)=CN(C)C(=O)C2=N1" e_lumo_ev=-0.45 homo_lumo_gap_ha=0.284
C 1.1826 -3.4166 -2.1748 -1.091
C 1.0756 -2.6287 -0.8633 0.267
C 0.0338 -1.8448 -0.5130 -0.706
C 0.3230 -1.2027 0.8102 0.852
C 0.2913 0.2759 1.0611 -0.033
C -0.6164 1.0701 0.3234 0.007
C -1.3853 1.6273 -0.4340 -0.637
C -2.2531 2.1369 -1.4968 1.614
C -2.3998 1.0717 -2.5799 -1.590
C -3.5834 2.5166 -0.9111 -1.572
O -1.6173 3.3299 -1.9269 -0.598
C 1.2267 0.8331 1.9722 -0.524
N 2.1706 0.0177 2.6799 0.177
C 2.8276 0.5168 3.8960 -1.011
C 2.5615 -1.1958 2.1082 0.424
O 3.6162 -1.7512 2.5048 -0.627
C 1.7192 -1.7390 1.0034 0.190
N 2.1202 -2.5987 0.0586 -0.674
H 1.4018 -4.4586 -1.9447 0.317
H 2.0144 -3.0438 -2.8212 0.270
H 0.2140 -3.3620 -2.6818 0.300
H -0.8975 -1.7557 -1.1094 0.272
H -0.3641 -1.6164 1.5562 0.357
H -2.9923 1.4071 -3.4112 0.433
H -1.4486 0.7841 -2.9908 0.348
H -2.9045 0.1764 -2.1857 0.295
H -4.2422 2.9121 -1.7018 0.376
H -4.0727 1.6622 -0.4706 0.350
H -3.4369 3.2667 -0.1135 0.385
H -0.7370 3.0916 -2.3341 0.387
H 1.1339 1.9450 2.0732 0.430
H 2.9781 -0.2870 4.5939 0.329
H 3.8040 0.9460 3.6642 0.318
H 2.2567 1.3134 4.3591 0.368



12
Properties=species:S:1:pos:R:3:mulliken_charge:R:1 method="wB97M-V/def2-TZVPD" total_energy_ev=-7222.0620 relative_energy_kcal_mol=81.4 e_homo_ev=-8.86 e_lumo_ev=0.53 homo_lumo_gap_ha=0.345
C 0.5348 -0.8839 -1.6111 -0.744
N 0.2555 -0.0951 -0.3438 -0.124
C 0.2330 1.6315 0.6048 -0.345
C -0.5191 1.1299 1.6082 0.013
N -1.0338 -0.1109 1.5733 -0.642
C -0.6043 -0.6901 0.4630 0.082
H 0.2254 -0.3700 -2.5253 0.272
H 1.5921 -1.1536 -1.7135 0.262
H -0.0131 -1.8507 -1.6183 0.274
H 1.0860 2.2881 0.8751 0.270
H -0.7471 1.7849 2.4527 0.370
H -1.0137 -1.6762 0.2281 0.313



37
Properties=species:S:1:pos:R:3:mulliken_charge:R:1 method="wB97M-V/def2-TZVPD" total_energy_ev=-63804.5135 spin_multiplicity=5 e_homo_ev="1.97 / 1.74" e_lumo_ev="5.44 / 5.42" homo_lumo_gap_ha="0.127 / 0.135" total_charge=-2
C 1.6291 -0.3593 1.7912 -0.658
C 2.3043 0.0378 0.6170 -0.494
C 2.1170 -0.9820 -0.3443 -1.055
H 2.8345 0.9645 0.4747 0.314
C 1.2952 -1.9810 0.2227 -0.600
C 1.0109 -1.5909 1.5510 -0.571
H 0.3359 -2.0943 2.2181 0.452
H 1.5071 0.2402 2.6743 0.561
H 2.5148 -0.9870 -1.3438 0.663
H 0.9193 -2.8608 -0.2720 0.385
Fe 0.0000 0.0000 0.0000 0.670
Cl -0.5104 1.8637 1.5711 -0.473
C -1.5083 1.1050 -1.4517 -0.902
C -1.3189 -0.1777 -2.0108 -0.207
C 0.0166 -0.2754 -2.4235 -0.981
H -2.0447 -0.9703 -2.0154 0.358
C 0.6555 0.9568 -2.1389 -0.816
C -0.2872 1.8102 -1.5489 -0.378
H -0.0952 2.7876 -1.1449 0.396
H -2.3931 1.4465 -0.9460 0.581
H 0.4860 -1.1537 -2.8354 0.459
H 1.6967 1.1840 -2.2978 0.502
C -4.4168 1.6350 2.8740 -1.634
C -3.6400 0.3379 3.1472 2.245
C -3.0669 0.3601 4.5724 -1.672
C -4.5664 -0.8752 2.9728 -1.660
C -2.4931 0.2314 2.1556 -0.250
C -1.5092 0.1401 1.3049 -0.378
H -5.2637 1.7406 3.5859 0.373
H -4.8254 1.6351 1.8401 0.322
H -3.7520 2.5192 2.9858 0.337
H -3.8845 0.4381 5.3213 0.376
H -2.4917 -0.5692 4.7766 0.326
H -2.3850 1.2281 4.7056 0.341
H -4.9775 -0.9076 1.9404 0.340
H -4.0110 -1.8206 3.1567 0.358
H -5.4165 -0.8236 3.6871 0.371